Density functional theory data (wB97M-V/def2-TZVPD) for a structure of composition C5H11N2O6P2PdSSbSe4.

Each line ends with the Löwdin spin population.
Positions of all 33 atoms, in Å:
1 Pd 0.1345 -0.0954 1.0034  0.880
2 N 2.0284 2.3920 -1.5263  0.000
3 C 1.1722 1.1526 -1.8010  -0.001
4 C 0.9998 0.8876 -3.2904  0.000
5 P 2.1509 -0.2559 -1.1297  0.005
6 O 3.5131 0.2535 -1.9245  0.004
7 O 1.5812 -1.5552 -1.6093  -0.001
8 O 2.2959 -0.0826 0.3329  0.039
9 P -0.4008 1.7670 -1.0912  0.002
10 O -0.2854 3.1750 -1.9656  0.001
11 O -1.6430 1.0758 -1.4832  0.019
12 O -0.0615 2.0430 0.3187  0.025
13 H 3.0283 2.1420 -1.5524  0.000
14 H 1.8363 2.6628 -0.5384  0.000
15 H 1.7879 3.1807 -2.1404  0.000
16 H 1.8644 0.3426 -3.7204  0.000
17 H 0.9464 1.8582 -3.8241  0.000
18 H 0.0994 0.2835 -3.4704  0.000
19 H 4.2641 -0.3710 -1.7863  0.000
20 H -1.0023 3.1199 -2.6007  0.000
21 Se -4.8251 -3.7202 -1.0672  0.006
22 Sb -3.2409 -3.2226 0.9757  -0.012
23 Se -3.5717 -0.5205 0.9665  0.902
24 Se -0.6897 -3.4702 -0.0806  -0.017
25 Se -5.1336 -3.3686 3.0462  0.122
26 S -1.8071 -0.3994 4.7286  0.005
27 C -1.5292 -2.0075 4.1718  0.002
28 C -0.4692 -2.0385 3.3108  -0.001
29 N 0.0899 -0.8035 2.9960  0.019
30 C -0.5506 0.1104 3.7396  0.000
31 H -2.1471 -2.8276 4.5453  0.000
32 H -0.0827 -2.8832 2.7507  0.000
33 H -0.3526 1.1753 3.7158  0.000

Its largest force on an atom is 3.3 eV/A. The energy above the lowest of the compared OMol25 structures with the same formula, charge and spin is 0.0 kcal/mol. The calculation puts the HOMO energy (alpha / beta) at -0.606 / -0.599 eV. As for the charge: -2. Its spin multiplicity is 3. The calculation puts the LUMO energy (alpha / beta) at 3.64 / 3.63 eV. As for the HOMO-LUMO gap (alpha / beta): 4.2432 / 4.2334 eV.